[1]
DFT (ωB97M-V/def2-TZVPD) results for a structure of composition C40H36N4O4S2SeTi at a distorted geometry.

Last column: Mulliken spin population.
Positions of all 88 atoms, in Å:
Ti  -0.6409  -0.2574  -0.0571  0.18
C  0.6993  1.9471  2.9318  -0.01
C  0.7276  0.5667  3.5047  0.01
C  0.4853  0.2769  4.8371  0.00
C  0.7460  -0.9794  5.3887  0.00
C  1.1588  -2.0041  4.5065  0.00
C  1.3412  -1.7618  3.1692  0.02
C  1.8122  -2.8470  2.2330  0.00
C  1.0626  -0.4944  2.6892  -0.06
N  1.0615  -0.1953  1.2777  0.16
C  2.1853  0.1567  0.6759  0.27
C  3.5019  0.0755  1.4178  0.02
C  2.0810  0.7051  -0.6163  0.17
C  3.2778  1.3520  -1.2865  0.06
N  0.8563  0.8136  -1.1001  0.13
C  0.7319  1.7128  -2.2418  0.00
C  0.9603  1.1475  -3.4740  -0.01
C  1.2490  -0.3352  -3.4862  0.01
C  0.9436  1.8879  -4.6553  0.00
C  0.4231  3.1860  -4.5361  0.00
C  0.1541  3.7244  -3.3085  0.00
C  0.3279  3.0259  -2.1287  0.00
C  0.0484  3.6950  -0.8840  0.01
H  1.7248  2.2606  2.8785  0.00
H  0.0599  2.6269  3.4620  0.00
H  0.3566  2.0013  1.8941  0.01
H  0.2559  1.1282  5.5364  0.00
H  0.5594  -1.1072  6.4519  0.00
H  1.3758  -2.9771  4.9146  0.00
H  1.6271  -3.7724  2.7211  0.00
H  2.8761  -2.8143  1.9880  0.00
H  1.3383  -2.7634  1.2107  0.01
H  3.4884  -0.4687  2.3584  0.01
H  3.8104  1.1096  1.7168  0.00
H  4.3053  -0.4227  0.7316  0.00
H  3.3250  1.0582  -2.3300  0.01
H  4.2046  1.0541  -0.7866  0.00
H  3.2565  2.4700  -1.1797  0.00
H  0.4353  -1.0261  -3.1313  0.00
H  2.2320  -0.5689  -3.0457  0.00
H  1.4960  -0.6541  -4.4799  0.00
H  1.2556  1.4804  -5.5628  0.00
H  0.3141  3.8865  -5.4064  0.00
H  -0.1026  4.7857  -3.1809  0.00
H  0.4277  4.7027  -0.8125  0.00
H  0.3965  3.1041  -0.0625  0.00
H  -1.0431  3.7501  -0.6457  0.00
S  -3.0720  -2.8873  0.1743  0.00
C  -1.5739  -3.2371  -0.4096  0.00
N  -0.4715  -2.4528  -0.6003  -0.02
C  0.5719  -3.2000  -1.2021  -0.01
C  1.8308  -2.7272  -1.3945  0.01
C  2.8345  -3.4272  -2.0081  0.01
C  2.5529  -4.7681  -2.3461  0.00
C  1.3571  -5.3364  -2.0406  0.00
C  0.3437  -4.5953  -1.4104  0.00
S  -1.1737  -4.9577  -0.8899  0.00
H  1.9988  -1.7150  -1.1753  -0.01
H  3.8043  -2.9830  -2.0591  0.00
H  3.2993  -5.4172  -2.7764  0.00
H  1.2077  -6.4010  -2.2365  0.00
O  -4.6260  -0.1385  5.8926  0.00
C  -3.8240  -1.0572  5.7274  0.00
O  -3.3701  -1.9070  6.4996  0.00
C  -3.0623  -1.0994  4.3066  0.00
C  -2.2989  -2.1260  3.8929  0.01
C  -1.6868  -1.9869  2.6231  0.00
N  -1.7413  -0.9038  1.8452  0.00
C  -2.4342  0.1639  2.3176  0.00
C  -3.1148  0.0613  3.4884  0.00
C  -2.3903  1.3658  1.5158  0.01
O  -2.9719  2.3810  1.7574  0.00
O  -1.5292  1.2262  0.5195  -0.01
H  -2.1641  -2.9844  4.5809  0.00
H  -1.2039  -2.8635  2.1914  0.00
H  -3.7681  0.8389  3.8012  0.00
Se  -2.1844  -0.4515  -2.0104  0.00
C  -2.6138  1.2751  -2.7326  0.00
C  -2.6180  1.3820  -4.1425  0.00
C  -2.9819  2.5424  -4.7800  0.00
C  -3.4131  3.6609  -4.0734  0.00
C  -3.4977  3.5692  -2.6860  0.00
C  -3.1670  2.3814  -2.0381  0.00
H  -2.2385  0.5732  -4.7640  0.00
H  -2.8850  2.6007  -5.8468  0.00
H  -3.6817  4.6371  -4.5166  0.00
H  -3.9077  4.4348  -2.1070  0.00
H  -3.3052  2.2881  -0.9844  0.00

Values from the calculation:
max |F| = 3.2 eV/A
net charge = -1
2S+1 = 2
gap between HOMO and LUMO (alpha / beta) = 6.37 / 5.90 eV
LUMO (alpha / beta) = 1.32 / 0.74 eV
highest occupied orbital energy (alpha / beta) = -5.06 / -5.16 eV
calculated total energy = -6113.33386 Ha

[2]
DFT (ωB97M-V/def2-TZVPD) results for a cluster of 11 separate species, C23H68N10O11 in total at a distorted geometry.

Last column: Löwdin charge in e.
Positions of all 112 atoms, in Å:
C  0.4117  2.3676  3.0086  -0.64
O  1.4665  2.5449  3.8298  -0.09
N  0.1902  1.2185  2.4267  0.15
N  -0.3957  3.3204  2.6769  0.19
H  0.6794  0.3710  2.8533  0.12
H  -0.6385  1.0063  1.8511  0.10
H  -0.0344  4.1981  3.0393  0.12
H  -1.0243  3.3084  1.8449  0.08
C  -2.4800  -2.4457  -0.7674  -0.58
O  -1.1513  -2.4859  -1.1441  -0.10
N  -2.9843  -3.1626  0.2152  0.18
N  -3.3415  -1.7268  -1.3472  0.21
H  -2.3999  -3.8497  0.6935  0.14
H  -4.0010  -3.2471  0.2924  0.15
H  -3.0782  -1.1344  -2.1492  0.10
H  -4.1728  -1.4863  -0.7788  0.15
C  -0.9841  -1.0055  -4.0468  -0.57
O  -1.7272  -0.2307  -3.2032  -0.07
N  -0.5006  -2.1580  -3.7782  0.11
N  -0.4536  -0.7003  -5.2113  0.14
H  -0.6983  -2.4385  -2.7920  0.10
H  -0.8515  -2.8433  -4.4836  0.19
H  0.3734  -1.2439  -5.6014  0.17
H  -0.6436  0.2021  -5.7273  0.17
C  1.5605  1.8917  -3.7273  -0.63
O  2.6058  2.7353  -3.5488  -0.07
N  0.4806  1.8843  -3.0047  0.21
N  1.6152  0.8194  -4.3962  0.12
H  0.4742  2.7000  -2.3821  0.08
H  -0.2147  1.2097  -2.9046  0.04
H  2.3446  0.4941  -5.0322  0.15
H  0.7449  0.3452  -4.5534  0.03
C  2.9933  -2.4521  -3.3135  -0.68
O  4.0843  -3.2245  -2.9775  -0.14
N  1.8966  -2.9419  -3.8436  0.10
N  2.9499  -1.1551  -3.2247  0.14
H  1.8722  -4.0094  -3.8563  0.14
H  0.8571  -2.5322  -3.8108  0.02
H  3.6274  -0.6803  -2.5835  0.14
H  2.2137  -0.4826  -3.5957  0.06
C  1.9686  -3.9365  -0.5338  0.00
C  1.1016  -4.1905  0.7124  -0.66
C  1.9235  -4.3841  1.9325  -0.05
O  0.2405  -3.3945  1.0357  0.00
H  2.3358  -2.9793  -0.4783  0.03
H  1.3676  -4.0767  -1.3841  0.05
H  2.8974  -4.5870  -0.5777  0.12
H  0.5618  -5.1608  0.6672  0.15
H  1.3902  -4.8588  2.8138  0.11
H  2.4476  -3.5286  2.2679  0.06
H  2.6834  -5.1471  1.8522  0.08
H  -0.1317  -3.1064  0.2119  0.04
C  -3.8257  -0.0847  2.0157  -0.02
C  -2.4757  -0.6204  2.4608  -0.62
C  -2.5368  -1.7597  3.4199  0.00
O  -1.7198  -0.9437  1.5011  -0.02
H  -4.0245  0.8702  2.5985  0.11
H  -4.6181  -0.7756  2.1114  0.06
H  -3.8182  0.1764  0.9861  0.04
H  -2.0684  0.2737  2.8149  0.10
H  -1.5879  -2.1141  3.6973  0.04
H  -2.9826  -2.6539  2.9188  0.09
H  -3.1734  -1.5242  4.2668  0.09
H  -2.0699  -1.7196  1.0683  0.04
C  0.8632  5.2270  -2.2771  -0.01
C  0.8428  4.6791  -0.8546  -0.64
C  0.4991  5.6598  0.2320  -0.02
O  0.2461  3.6202  -0.8743  -0.04
H  1.7988  5.0374  -2.7694  0.07
H  0.8428  6.3109  -2.2469  0.07
H  0.0882  4.8513  -2.8985  0.07
H  1.9000  4.4192  -0.5376  0.17
H  1.0425  6.5909  0.0605  0.09
H  0.8349  5.2344  1.1834  0.07
H  -0.5737  5.7721  0.3220  0.08
H  0.7636  2.9990  -0.3775  0.09
C  -3.7471  3.7231  -0.8482  -0.02
C  -2.7786  2.9872  0.0271  -0.66
C  -2.2350  1.6846  -0.6652  -0.01
O  -1.8965  3.6566  0.4975  0.00
H  -4.0929  4.6421  -0.3368  0.10
H  -4.6664  3.1682  -1.0077  0.08
H  -3.2129  3.9817  -1.7285  0.07
H  -3.3637  2.6150  0.8650  0.13
H  -3.0917  1.1352  -1.0501  0.06
H  -1.7286  1.0742  0.0999  0.06
H  -1.5831  1.8104  -1.5742  0.07
H  -1.2220  3.7296  -0.1815  0.07
C  3.1268  -0.0397  0.6326  0.01
C  2.0429  0.5419  -0.2626  -0.64
C  1.0091  -0.4548  -0.6548  -0.03
O  1.5251  1.5303  0.2460  0.01
H  3.7065  -0.8813  0.1744  0.09
H  2.6592  -0.5552  1.4336  0.04
H  3.8380  0.6966  1.0134  0.09
H  2.4400  0.8872  -1.2104  0.13
H  0.6713  -1.0672  0.2039  0.08
H  1.3507  -1.1687  -1.4118  0.06
H  0.1774  0.0606  -1.1227  0.06
H  1.0050  1.3024  1.0288  0.04
C  2.3113  -2.2079  4.5932  -0.03
C  0.9937  -1.6580  4.1837  -0.64
C  0.5902  -0.5007  5.0385  -0.02
O  0.9224  -1.3700  2.9536  -0.02
H  2.5466  -2.1973  5.6723  0.10
H  3.1073  -1.8376  3.9744  0.09
H  2.2319  -3.2603  4.4203  0.05
H  0.3211  -2.5116  4.4038  0.14
H  1.0436  0.4126  4.7644  0.05
H  0.8568  -0.6386  6.0631  0.08
H  -0.5184  -0.3012  5.0673  0.10
H  0.9601  -2.1455  2.4096  0.07

Values from the calculation:
ΔE to the lowest compared entry with this formula, charge and spin = 335.18 kcal/mol
max |F| = 12.6 eV/A
net charge = 0
gap between HOMO and LUMO = 8.09 eV
LUMO = -0.56 eV
highest occupied orbital energy = -8.65 eV
SMILES string = NC(N)=O.NC(N)=O.NC(N)=O.NC(N)=O.NC(N)=O.CC(C)O.CC(C)O.CC(C)O.CC(C)O.CC(C)O.CC(C)O
calculated total energy = -2292.02590 Ha

[3]
DFT (ωB97M-V/def2-TZVPD) results for the molecule C4H5NO.

Last column: Löwdin charge in e.
Positions of all 11 atoms, in Å:
O  1.2541  -0.2068  -1.1392  -0.04
C  1.0840  0.1405  0.7653  0.03
C  0.4348  -0.8997  -0.0960  -0.37
N  -0.9545  -0.6087  -0.1982  0.04
C  -1.1269  0.6674  0.2803  -0.09
C  0.0375  1.1484  0.7937  -0.14
H  2.1785  -0.4467  -0.9574  0.10
H  0.6507  -1.9694  -0.1161  0.14
H  -1.6160  -1.1006  -0.7783  0.14
H  -2.1091  1.1358  0.2389  0.12
H  0.1668  2.1397  1.2070  0.08

Values from the calculation:
ΔE to the lowest compared entry with this formula, charge and spin = 93.62 kcal/mol
max |F| = 1.0 eV/A
net charge = 0
gap between HOMO and LUMO = 8.51 eV
LUMO = 0.37 eV
highest occupied orbital energy = -8.14 eV
calculated total energy = -285.26540 Ha

[4]
DFT (ωB97M-V/def2-TZVPD) results for the molecule C12H22O at a distorted geometry.

Last column: Löwdin charge in e.
Positions of all 35 atoms, in Å:
C  1.4300  1.4567  1.9920  -0.07
C  1.4746  1.1834  0.5358  -0.27
C  2.4397  0.0518  0.0482  -0.16
C  2.0599  -1.5204  0.1585  -0.22
C  0.7050  -1.8863  -0.3384  -0.20
C  -0.3300  -0.8448  0.0423  -0.38
C  -0.7286  -0.9435  1.6001  -0.05
C  -1.6383  -1.1282  -0.7917  -0.16
C  -2.8842  -0.1947  -0.7455  -0.18
C  -2.1503  1.0955  -1.0029  -0.28
C  -1.0611  1.3998  -0.0530  -0.18
C  0.1825  0.6875  -0.1914  -0.45
H  1.2536  0.5222  2.6556  0.10
H  2.2701  1.8154  2.5737  0.08
H  0.6324  2.1181  2.1854  0.06
H  2.0407  2.0438  -0.0212  0.17
H  3.4832  0.1412  0.3175  0.10
H  2.6401  0.0784  -1.0233  0.09
H  2.8629  -1.8975  -0.5979  0.12
H  2.3888  -2.1055  1.2343  0.16
H  0.6363  -2.1795  -1.5032  0.17
H  0.7046  -2.7472  0.5248  0.15
H  0.0388  -1.1100  2.3438  0.07
H  -1.5093  -1.7507  1.8683  0.11
H  -1.4511  -0.1672  1.7763  0.03
H  -1.7710  -2.3345  -0.4289  0.18
H  -1.4812  -1.0167  -1.8697  0.10
H  -3.5999  -0.4136  -1.5215  0.11
H  -3.1864  -0.1661  0.3820  0.14
H  -2.9637  2.0031  -1.1281  0.16
H  -1.7177  1.0638  -1.9698  0.08
H  -0.9981  2.6902  0.2894  0.20
H  -1.5800  0.7922  0.9876  0.14
H  0.9434  1.4195  -1.7755  0.10
O  0.4212  0.6325  -1.6029  -0.03

Values from the calculation:
ΔE to the lowest compared entry with this formula, charge and spin = 139.14 kcal/mol
max |F| = 8.3 eV/A
net charge = 0
gap between HOMO and LUMO = 10.21 eV
LUMO = 0.85 eV
highest occupied orbital energy = -9.36 eV
SMILES string = C[C@H]1CCC[C@]2(C)CCCC[C@@]12O
calculated total energy = -545.43257 Ha